No. 1
The following is a quantum chemistry calculation of a molecular structure, C5H6NO, from the Open Molecules 2025 dataset.

As for the molar mass: 96.11 g/mol. Its largest force on an atom is 3.8 eV Å⁻¹. Its charge is +1. The value obtained for the frontier orbital gap is 8.4 eV. The value obtained for the LUMO energy is -7.76 eV. The value obtained for the energy above the lowest of the compared OMol25 structures with the same formula, charge and spin is 223.59 kcal/mol. The calculation puts the energy at -323.5137 Ha.

Cartesian coordinates (Å):
C: 1.22 -2.09 0.01
C: 2.02 -1.10 0.16
C: 1.41 0.73 -0.33
C: 0.39 -0.72 -0.44
C: -0.84 -0.58 0.41
N: 2.63 0.07 0.04
O: 3.71 0.54 0.23
H: 1.47 1.13 -1.39
H: 1.12 1.65 0.39
H: 0.31 -0.99 -1.49
H: -1.71 -1.18 0.18
H: -1.25 0.50 0.38
H: -0.69 -0.85 1.54

---

No. 2
The following is a quantum chemistry calculation of a gas-phase ion, C5H6NO2 (charge +1), from the Open Molecules 2025 dataset.

As for the molar mass: 112.11 g/mol. Its largest force on an atom is 3.6 eV Å⁻¹. Its charge is +1. The value obtained for the frontier orbital gap (alpha / beta) is 7.7 / 6.8 eV. The value obtained for the LUMO energy (alpha / beta) is -6.42 / -7.09 eV. The value obtained for the energy above the lowest of the compared OMol25 structures with the same formula, charge and spin is 56.76 kcal/mol. The calculation puts the energy at -398.9610 Ha.

Cartesian coordinates (Å):
C: 0.04 1.49 0.44
C: -1.16 1.20 -0.19
C: 0.06 -1.51 0.19
C: 1.16 -0.47 -0.42
C: -1.26 -1.27 -0.29
N: 1.22 0.82 0.42
O: 0.39 -2.33 0.99
O: -1.68 -0.02 -0.49
H: 0.11 2.50 0.76
H: -1.97 1.93 -0.02
H: 2.17 -1.08 -0.35
H: 0.74 -0.37 -1.43
H: -1.89 -2.13 -0.42
H: 2.06 1.25 0.81

---

No. 3
The following is a quantum chemistry calculation of 2 unconnected molecules or ions with the total composition C5H6NO2S, from the Open Molecules 2025 dataset.

As for the molar mass: 144.18 g/mol. Its largest force on an atom is 4.8 eV Å⁻¹. Its charge is -1. The value obtained for the frontier orbital gap is 4.4 eV. The value obtained for the LUMO energy is 3.54 eV. The value obtained for the energy above the lowest of the compared OMol25 structures with the same formula, charge and spin is 59.38 kcal/mol. The calculation puts the energy at -797.5217 Ha.

Cartesian coordinates (Å):
C: -0.21 -1.53 -0.81
C: 2.87 -0.48 0.36
C: -0.29 -1.80 0.71
C: 0.13 0.61 -0.27
C: 0.65 2.02 -0.15
N: 0.10 -0.29 -1.16
O: 2.52 -1.37 -0.21
O: 3.44 0.37 0.86
S: -0.23 -0.18 1.42
H: -0.40 -2.26 -1.59
H: -1.22 -2.30 0.83
H: 0.66 -2.33 1.07
H: 0.51 2.54 -1.15
H: 1.63 2.05 0.03
H: 0.21 2.52 0.72

---

No. 4
The following is a quantum chemistry calculation of a single C5H6O molecule, from the Open Molecules 2025 dataset.

As for the molar mass: 82.10 g/mol. Its largest force on an atom is 5.8 eV Å⁻¹. Its structure (SMILES) is C=C1C=CCO1. Its charge is 0. The value obtained for the frontier orbital gap is 9.3 eV. The value obtained for the LUMO energy is 1.02 eV. The value obtained for the energy above the lowest of the compared OMol25 structures with the same formula, charge and spin is 64.92 kcal/mol. The calculation puts the energy at -269.2428 Ha.

Cartesian coordinates (Å):
C: 1.97 0.90 -0.14
C: 0.72 0.43 -0.23
C: 0.14 -0.54 0.89
C: -1.17 -0.79 0.63
C: -1.44 -0.17 -0.72
O: -0.18 0.42 -1.11
H: 2.39 0.45 0.74
H: 2.59 1.41 -1.03
H: 0.70 -0.87 1.71
H: -1.85 -1.08 1.62
H: -2.31 0.61 -0.75
H: -1.57 -0.76 -1.62

---

No. 5
The following is a quantum chemistry calculation of a molecular structure, C5H6O, from the Open Molecules 2025 dataset.

As for the molar mass: 82.10 g/mol. Its largest force on an atom is 0.7 eV Å⁻¹. Its charge is 0. The value obtained for the frontier orbital gap is 8.9 eV. The value obtained for the LUMO energy is -0.15 eV. The value obtained for the energy above the lowest of the compared OMol25 structures with the same formula, charge and spin is 92.96 kcal/mol. The calculation puts the energy at -269.1981 Ha.

Cartesian coordinates (Å):
O: 0.19 2.48 -1.03
C: 0.14 1.34 -0.58
C: 1.07 1.04 0.48
C: 0.20 -1.07 0.76
C: -0.67 -0.93 -0.44
C: -0.73 0.24 -1.08
H: 0.85 1.55 1.43
H: 1.19 -0.31 0.68
H: 0.69 -2.05 0.81
H: -0.34 -0.92 1.70
H: -1.24 -1.80 -0.78
H: -1.36 0.43 -1.95

---

No. 6
The following is a quantum chemistry calculation of a single C5H6O molecule, from the Open Molecules 2025 dataset.

As for the molar mass: 82.10 g/mol. Its largest force on an atom is 0.7 eV Å⁻¹. Its charge is 0. The value obtained for the frontier orbital gap is 9.7 eV. The value obtained for the LUMO energy is -0.72 eV. The value obtained for the energy above the lowest of the compared OMol25 structures with the same formula, charge and spin is 88.96 kcal/mol. The calculation puts the energy at -269.2045 Ha.

Cartesian coordinates (Å):
C: 1.24 0.14 -0.83
C: 0.26 0.85 0.10
C: -1.08 0.13 0.14
C: -2.12 0.67 -0.42
C: -1.16 -1.16 0.91
O: -1.69 -2.17 0.54
H: 1.39 -0.91 -0.53
H: 0.86 0.13 -1.86
H: 2.21 0.64 -0.83
H: 0.12 1.89 -0.23
H: 0.65 0.89 1.12
H: -0.67 -1.09 1.91

---

No. 7
The following is a quantum chemistry calculation of a molecular structure, C5H6O, from the Open Molecules 2025 dataset.

As for the molar mass: 82.10 g/mol. Its largest force on an atom is 1.4 eV Å⁻¹. Its charge is 0. The value obtained for the frontier orbital gap is 10.8 eV. The value obtained for the LUMO energy is 1.05 eV. The value obtained for the energy above the lowest of the compared OMol25 structures with the same formula, charge and spin is 86.26 kcal/mol. The calculation puts the energy at -269.2088 Ha.

Cartesian coordinates (Å):
C: 1.98 0.21 0.54
C: 1.43 0.11 -0.54
C: 0.06 0.11 -1.10
C: -0.79 -0.84 -0.21
C: -0.85 0.43 0.66
O: -0.64 1.23 -0.51
H: 2.57 0.26 1.42
H: -0.04 0.11 -2.19
H: -1.72 -1.10 -0.72
H: -0.31 -1.71 0.24
H: 0.11 0.47 1.26
H: -1.68 0.74 1.30

---

No. 8
The following is a quantum chemistry calculation of a single C5H6O molecule, from the Open Molecules 2025 dataset.

As for the molar mass: 82.10 g/mol. Its largest force on an atom is 0.7 eV Å⁻¹. Its structure (SMILES) is C#C[C@H]1CCO1. Its charge is 0. The value obtained for the frontier orbital gap is 10.9 eV. The value obtained for the LUMO energy is 1.05 eV. The value obtained for the energy above the lowest of the compared OMol25 structures with the same formula, charge and spin is 65.82 kcal/mol. The calculation puts the energy at -269.2413 Ha.

Cartesian coordinates (Å):
C: 2.80 -0.07 0.06
C: 1.61 0.00 -0.04
C: 0.23 0.16 -0.52
C: -0.87 -0.77 0.00
C: -1.52 0.54 0.49
O: -0.43 1.33 -0.02
H: 3.87 -0.08 0.05
H: 0.32 0.19 -1.61
H: -1.40 -1.31 -0.78
H: -0.55 -1.46 0.78
H: -1.60 0.65 1.58
H: -2.46 0.82 0.01

---

largest force on an atom of number 1 (C5H6NO)?
3.8 eV Å⁻¹

---

Which of these has the lowest charge?
C5H6NO2S

---

Look up the largest force on an atom of the fifth one.
0.7 eV Å⁻¹

---

Look up the largest force on an atom of the fourth one.
5.8 eV Å⁻¹